Arrangement one

This record from the Open Molecules 2025 dataset describes a gas-phase ion, C3H11N4 (charge +1). The level of theory is ωB97M-V/def2-TZVPD.

Element x y z (Å)
C 1.089 -2.043 -0.364
N 0.279 -1.323 0.609
N -0.381 -0.153 0.172
C -1.848 0.024 0.559
N -2.494 1.007 0.070
N 0.196 0.874 -0.547
C 1.368 1.580 0.054
H 1.412 -2.853 0.177
H 0.504 -2.464 -1.150
H 1.850 -1.308 -0.977
H 0.944 -1.033 1.322
H -2.168 -0.717 1.256
H -3.559 0.957 0.043
H -2.091 1.616 -0.545
H 0.003 0.797 -1.653
H 2.298 1.072 -0.023
H 1.471 2.604 -0.206
H 1.126 1.362 1.203

Calculated values
* total charge: +1
* multiplicity: 1

=====

Arrangement two

This record from the Open Molecules 2025 dataset describes 2 unconnected molecules or ions with the total composition C3H11N4. The level of theory is ωB97M-V/def2-TZVPD.

Element x y z (Å)
C 1.557 1.161 -1.859
N 1.199 0.563 -0.577
C 1.859 0.869 0.513
N 1.323 0.763 1.706
H 1.178 2.180 -1.973
H 1.100 0.583 -2.653
H 2.640 1.170 -1.943
H 0.261 0.185 -0.386
H 2.890 1.199 0.468
H 0.356 0.486 1.806
H 1.899 1.069 2.477
N -2.378 -1.874 -0.641
C -2.290 -1.019 0.373
N -1.226 -0.338 0.692
H -1.588 -2.113 -1.215
H -3.180 -2.489 -0.642
H -3.250 -0.877 0.886
H -0.803 -0.745 1.508

Calculated values
* total charge: +1
* multiplicity: 1

=====

Relative energies, in eV, with the most stable structure set to zero: arrangement one 3.345; arrangement two 0.000.

=====

Arrangement one

This record from the Open Molecules 2025 dataset describes a molecular structure, C16H22BF4N8PtSSe. The level of theory is ωB97M-V/def2-TZVPD.

Element x y z (Å)
Pt 0.731 -0.301 0.816
C -5.267 -0.514 0.426
C -4.194 0.459 0.728
N -4.298 1.747 0.689
N -3.046 2.194 0.985
C -2.181 1.219 1.242
S -0.548 1.470 1.665
N -2.912 0.095 1.097
N -2.387 -1.186 1.194
H -6.152 0.032 0.113
H -5.518 -1.114 1.302
H -4.958 -1.183 -0.378
H -2.838 3.179 0.957
H -3.047 -1.772 1.690
H -2.235 -1.532 0.249
C 5.220 -0.225 -0.618
N 4.200 -0.417 -1.634
C 3.037 -1.072 -1.492
Se 2.412 -1.932 0.068
N 2.397 -1.059 -2.661
C 3.137 -0.355 -3.596
C 2.896 -0.039 -4.927
C 3.879 0.681 -5.574
C 5.059 1.072 -4.922
C 5.295 0.761 -3.598
C 4.300 0.041 -2.946
H 4.789 -0.449 0.353
H 5.554 0.810 -0.644
H 6.065 -0.887 -0.803
H 1.453 -1.426 -2.770
H 1.984 -0.338 -5.424
H 3.739 0.954 -6.611
H 5.802 1.633 -5.473
H 6.206 1.062 -3.100
F -0.363 -1.325 -2.438
B -0.712 -0.033 -2.043
F -1.871 -0.046 -1.286
F -0.707 0.864 -3.059
F 0.403 0.405 -1.109
C 2.298 -0.124 5.972
C 1.750 -0.797 4.763
C 1.279 -2.075 4.560
C 0.842 -2.134 3.228
N 1.048 -0.952 2.657
N 1.605 -0.153 3.590
C 0.254 -3.289 2.495
H 2.643 -0.869 6.686
H 1.532 0.481 6.457
H 3.137 0.523 5.721
H 1.247 -2.871 5.283
H 1.781 0.814 3.378
H 0.977 -4.102 2.425
H -0.048 -2.998 1.490
H -0.618 -3.666 3.029

Calculated values
* total charge: +1
* multiplicity: 1

=====

Arrangement two

This record from the Open Molecules 2025 dataset describes a molecular structure, C16H22BF4N8PtSSe. The level of theory is ωB97M-V/def2-TZVPD.

Element x y z (Å)
Pt -1.123 -0.629 0.779
C -3.105 2.652 -3.630
C -3.634 1.879 -2.487
N -4.874 1.777 -2.140
N -4.860 0.972 -1.043
C -3.636 0.568 -0.690
S -3.368 -0.460 0.647
N -2.828 1.151 -1.623
N -1.454 1.010 -1.680
H -3.936 3.141 -4.130
H -2.598 1.998 -4.341
H -2.395 3.410 -3.297
H -5.722 0.733 -0.582
H -1.177 0.451 -2.476
H -0.976 1.902 -1.660
C 1.688 -3.129 1.380
N 1.680 -3.081 -0.067
C 0.616 -2.900 -0.852
Se -1.201 -2.791 -0.339
N 1.041 -2.807 -2.122
C 2.425 -2.892 -2.167
C 3.334 -2.837 -3.214
C 4.668 -2.933 -2.872
C 5.080 -3.079 -1.539
C 4.173 -3.143 -0.502
C 2.832 -3.052 -0.847
H 0.666 -3.252 1.731
H 2.105 -2.201 1.768
H 2.288 -3.977 1.704
H 0.411 -2.691 -2.897
H 3.020 -2.720 -4.241
H 5.416 -2.890 -3.650
H 6.137 -3.138 -1.321
H 4.493 -3.243 0.525
F 3.048 0.350 -0.178
B 1.891 0.735 0.423
F 2.004 1.098 1.729
F 1.191 1.700 -0.335
F 0.992 -0.478 0.376
C -0.330 4.542 2.520
C -0.733 3.118 2.660
C -1.118 2.382 3.758
C -1.288 1.064 3.307
N -1.036 1.018 2.000
N -0.733 2.275 1.609
C -1.668 -0.135 4.102
H -0.351 5.028 3.492
H -1.004 5.080 1.854
H 0.681 4.617 2.122
H -1.236 2.740 4.764
H -0.220 2.390 0.735
H -2.433 0.121 4.833
H -0.800 -0.512 4.645
H -2.042 -0.931 3.461

Calculated values
* total charge: +1
* multiplicity: 1

=====

Relative energies, in eV, with the most stable structure set to zero: arrangement one 0.000; arrangement two 0.369.

=====

Arrangement one

This record from the Open Molecules 2025 dataset describes a single C4H6N2OS molecule. The level of theory is ωB97M-V/def2-TZVPD.

Element x y z (Å)
N 1.904 -0.225 0.632
C 1.246 -0.568 -0.442
C -0.343 -0.349 -0.320
C -1.334 -1.232 -0.258
O -2.399 -0.717 0.142
N -2.265 0.644 0.467
C -1.095 0.871 -0.005
S -0.281 2.374 -0.212
H 1.720 -0.527 1.470
H 2.432 0.763 0.742
H 1.247 -1.698 -0.491
H 1.704 -0.215 -1.443
H -1.276 -2.230 -0.630
H -1.260 3.110 0.348

Calculated values
* multiplicity: 1

=====

Arrangement two

This record from the Open Molecules 2025 dataset describes a molecular structure, C4H6N2OS. The level of theory is ωB97M-V/def2-TZVPD.

Element x y z (Å)
C 0.402 0.253 -0.745
C 0.378 1.653 1.018
C 0.088 -0.969 -1.498
C -0.855 -0.556 1.165
N 1.358 1.084 -1.201
N -0.092 0.493 0.494
O 0.053 2.244 2.029
S 1.545 2.302 -0.114
H -0.942 -1.210 -1.740
H 0.545 -1.795 -0.966
H 0.668 -0.964 -2.391
H -0.862 -1.394 0.446
H -0.357 -0.928 2.081
H -1.928 -0.213 1.423

Calculated values
* multiplicity: 1

=====

Arrangement three

This record from the Open Molecules 2025 dataset describes a single C4H6N2OS molecule. The level of theory is ωB97M-V/def2-TZVPD.

Element x y z (Å)
O -2.158 -1.918 -0.032
C -2.299 -0.771 -0.300
N -1.247 0.139 -0.593
C -1.020 1.298 0.156
C -0.106 0.082 0.284
C 1.262 0.123 -0.268
N 2.157 -0.547 0.314
S 3.740 -0.491 -0.246
H -3.346 -0.311 -0.411
H -0.677 2.137 -0.458
H -1.657 1.532 0.992
H -0.189 -0.416 1.242
H 1.484 0.686 -1.161
H 4.055 -1.543 0.482

Calculated values
* multiplicity: 1

=====

Arrangement four

This record from the Open Molecules 2025 dataset describes a single C4H6N2OS molecule. The level of theory is ωB97M-V/def2-TZVPD.

Element x y z (Å)
N -3.187 -1.208 -0.444
C -2.108 -1.419 0.317
N -1.031 -0.722 0.182
C 0.012 -1.026 1.032
C 1.211 -0.401 1.036
C 1.666 0.702 0.166
O 2.781 1.165 0.282
S 0.545 1.362 -1.084
H -3.153 -0.503 -1.121
H -4.032 -1.767 -0.327
H -2.238 -2.200 1.055
H -0.144 -1.819 1.764
H 1.964 -0.692 1.710
H 1.481 2.238 -1.466

Calculated values
* multiplicity: 1

=====

Relative energies, in eV, with the most stable structure set to zero: arrangement one 3.570; arrangement two 0.000; arrangement three 2.201; arrangement four 0.439.

=====

Arrangement one

This record from the Open Molecules 2025 dataset describes a molecular structure, C3H13N3O. The level of theory is ωB97M-V/def2-TZVPD.

Element x y z (Å)
C -0.798 -0.802 -1.359
C -0.715 -1.795 1.029
N -0.827 -0.580 0.234
N -0.653 0.355 -2.094
H -1.635 -0.019 0.492
H -1.495 0.915 -2.148
H 0.256 0.956 -1.855
H 0.080 -1.444 -1.452
H -1.718 -1.362 -1.573
H -0.808 -1.574 2.092
H 0.262 -2.236 0.831
H -1.495 -2.517 0.758
C 0.808 0.896 1.686
N 1.520 1.662 -1.114
O 0.546 0.541 0.332
H 2.485 1.340 -1.150
H 1.541 2.629 -0.797
H 1.257 0.075 2.254
H 1.505 1.737 1.663
H -0.116 1.222 2.172

Calculated values
* multiplicity: 1

=====

Arrangement two

This record from the Open Molecules 2025 dataset describes 2 unconnected molecules or ions with the total composition C3H13N3O. The level of theory is ωB97M-V/def2-TZVPD.

Element x y z (Å)
C 1.225 -1.960 -0.132
C 1.367 -0.537 0.392
C 1.067 0.555 -0.743
N 0.853 1.896 -0.278
H 0.196 -2.163 -0.422
H 1.536 -2.685 0.615
H 1.840 -2.108 -1.017
H 0.839 -0.412 1.342
H 2.409 -0.369 0.685
H 0.181 0.219 -1.287
H 1.910 0.557 -1.435
H 1.701 2.293 0.119
H 0.128 1.947 0.425
N -2.093 1.419 0.490
N -1.826 0.073 0.698
O -2.419 -0.759 -0.345
H -3.068 1.612 0.692
H -1.869 1.737 -0.453
H -0.794 -0.112 0.576
H -3.183 -1.202 0.076

Calculated values
* multiplicity: 1

=====

Relative energies, in eV, with the most stable structure set to zero: arrangement one 3.494; arrangement two 0.000.

=====

Arrangement one

This record from the Open Molecules 2025 dataset describes a single C20H27ClN2O4 molecule. The level of theory is ωB97M-V/def2-TZVPD.

Element x y z (Å)
C 2.154 4.434 -2.101
C 3.193 3.371 -1.778
O 2.646 2.055 -1.898
C 2.588 1.529 -3.121
O 2.992 2.085 -4.110
C 1.940 0.153 -3.161
C 2.410 -0.806 -2.059
C 1.768 -0.505 -0.701
N 0.331 -0.467 -0.830
C -0.551 -1.397 -0.422
O -1.746 -1.282 -0.668
C 0.008 -2.584 0.350
C -1.044 -3.660 0.648
C -1.906 -3.312 1.859
O -1.733 -3.816 2.952
N -2.875 -2.421 1.582
C -3.729 -1.862 2.603
C -2.942 -1.045 3.646
C -1.977 -0.101 2.992
C -2.426 0.979 2.240
C -1.536 1.844 1.631
C -0.177 1.626 1.778
Cl 0.948 2.728 1.061
C 0.297 0.550 2.507
C -0.608 -0.308 3.106
C -0.103 0.590 -1.723
C 0.408 0.301 -3.133
H 1.291 4.327 -1.448
H 2.587 5.419 -1.956
H 1.834 4.338 -3.135
H 3.522 3.445 -0.740
H 4.050 3.460 -2.453
H 2.225 -0.261 -4.134
H 3.496 -0.761 -1.965
H 2.138 -1.821 -2.360
H 2.075 -1.251 0.030
H 2.098 0.477 -0.353
H 0.803 -3.035 -0.247
H 0.441 -2.227 1.287
H -0.536 -4.599 0.870
H -1.684 -3.796 -0.225
H -2.805 -1.938 0.691
H -4.472 -1.238 2.105
H -4.239 -2.680 3.121
H -2.393 -1.743 4.278
H -3.653 -0.495 4.265
H -3.487 1.154 2.135
H -1.892 2.683 1.054
H 1.360 0.392 2.612
H -0.246 -1.149 3.678
H -1.193 0.617 -1.710
H 0.292 1.540 -1.358
H 0.100 1.097 -3.813
H -0.038 -0.633 -3.481

Calculated values
* multiplicity: 1

=====

Arrangement two

This record from the Open Molecules 2025 dataset describes a single C20H27ClN2O4 molecule. The level of theory is ωB97M-V/def2-TZVPD.

Element x y z (Å)
C 6.006 -2.345 2.393
C 4.740 -3.166 2.203
O 3.875 -2.570 1.234
C 3.050 -1.607 1.659
O 2.980 -1.245 2.805
C 2.246 -1.033 0.503
C 1.560 -2.134 -0.313
C 0.447 -2.777 0.518
N -0.513 -1.778 0.924
C -1.789 -1.653 0.518
O -2.510 -0.749 0.915
C -2.339 -2.662 -0.486
C -1.800 -2.381 -1.900
C -1.496 -0.901 -2.118
O -0.385 -0.510 -2.423
N -2.563 -0.086 -2.001
C -2.436 1.351 -2.063
C -2.175 1.971 -0.680
C -2.186 3.466 -0.771
C -1.034 4.162 -1.117
C -1.043 5.539 -1.243
C -2.222 6.231 -1.022
Cl -2.244 7.955 -1.176
C -3.384 5.560 -0.678
C -3.358 4.182 -0.557
C 0.078 -0.744 1.751
C 1.197 -0.032 0.992
H 5.757 -1.366 2.796
H 6.669 -2.853 3.088
H 6.518 -2.216 1.442
H 4.201 -3.255 3.152
H 4.968 -4.158 1.808
H 2.970 -0.521 -0.141
H 2.285 -2.892 -0.610
H 1.131 -1.680 -1.208
H -0.034 -3.574 -0.046
H 0.878 -3.217 1.427
H -2.118 -3.687 -0.187
H -3.424 -2.541 -0.466
H -2.530 -2.703 -2.645
H -0.873 -2.925 -2.080
H -3.385 -0.439 -1.536
H -1.602 1.575 -2.732
H -3.356 1.762 -2.488
H -1.206 1.620 -0.322
H -2.936 1.618 0.018
H -0.116 3.619 -1.288
H -0.145 6.074 -1.509
H -4.296 6.111 -0.506
H -4.262 3.658 -0.285
H -0.712 -0.042 2.022
H 0.481 -1.198 2.661
H 1.657 0.706 1.648
H 0.780 0.476 0.121

Calculated values
* multiplicity: 1

=====

Relative energies, in eV, with the most stable structure set to zero: arrangement one 0.000; arrangement two 0.281.